Here is an isolated molecule of C4H8S in a non-equilibrium geometry from OMol25. Energies are from ωB97M-V with the def2-TZVPD basis set.

Structure (ORCA input):
```
! wB97M-V def2-TZVPD RIJCOSX def2/J DEFGRID3
* xyz 0 1
C -0.44832 -0.86465 -1.16328
C -0.29485 -0.03817 0.10376
S -1.42672 -0.77767 1.31423
C -0.01005 1.47193 0.21208
C 1.06172 0.52115 0.61364
H -1.40854 -0.57565 -1.66837
H -0.39850 -1.80737 -0.70956
H 0.34880 -0.79436 -1.94076
H -0.56139 -2.00428 1.10307
H 0.19218 2.37146 -0.46354
H -0.50478 1.80795 1.15290
H 1.48643 0.33190 1.49645
H 1.96403 0.35777 -0.05062
*
```

Computed properties:
HOMO-LUMO gap (eV): 9.8
LUMO (eV): 0.8
SMILES: CC1(S)CC1


Here is a structure of composition C4H8S in a non-equilibrium geometry from OMol25. Energies are from ωB97M-V with the def2-TZVPD basis set.

Structure (ORCA input):
```
! wB97M-V def2-TZVPD RIJCOSX def2/J DEFGRID3
* xyz 0 1
C -2.08516 -0.60072 -0.44940
C -0.87560 -0.39076 0.70349
C 0.29279 0.24736 0.06392
C 0.01898 1.69189 -0.03984
H -2.28127 0.48012 -0.93611
H -3.12026 -0.79249 0.10339
H -1.85869 -1.58864 -1.15323
H -1.28760 0.60780 1.02972
H -1.04555 -1.38164 1.47172
H -0.61716 1.76854 -1.29512
H -0.92926 1.85640 0.97810
H 0.94418 2.25737 -0.04169
S 1.63059 -0.55588 -0.11411
*
```

Computed properties:
HOMO-LUMO gap (eV): 8.2
LUMO (eV): -0.2


Here is an isolated molecule of C4H8S in a non-equilibrium geometry from OMol25. Energies are from ωB97M-V with the def2-TZVPD basis set.

Structure (ORCA input):
```
! wB97M-V def2-TZVPD RIJCOSX def2/J DEFGRID3
* xyz 0 1
C 0.99280 -1.18811 -0.18813
C 0.43024 0.17946 0.31397
C 0.16551 1.30240 -0.55157
C -0.96812 0.69471 0.42175
S -2.28110 -0.25819 -0.23361
H 0.79540 -1.98935 0.56908
H 0.64944 -1.30079 -1.13853
H 2.09052 -0.99682 -0.36800
H 0.88351 0.50131 1.27885
H 0.56835 2.36302 -0.26252
H 0.16136 1.07409 -1.58820
H -1.27423 1.00716 1.34602
H -2.21367 -1.38890 0.40090
*
```

Computed properties:
HOMO-LUMO gap (eV): 9.8
LUMO (eV): 0.9
SMILES: C[C@H]1C[C@H]1S


Here is an isolated molecule of C4H8S in a non-equilibrium geometry from OMol25. Energies are from ωB97M-V with the def2-TZVPD basis set.

Structure (ORCA input):
```
! wB97M-V def2-TZVPD RIJCOSX def2/J DEFGRID3
* xyz 0 1
C 1.09008 -1.85920 -0.08927
C 1.39631 -0.78858 -0.84590
S 0.08598 0.02285 -1.62844
C -0.36562 1.27174 -0.27597
C -1.39310 0.68691 0.81450
H 1.85437 -2.10178 0.61189
H 0.14602 -2.38825 -0.16809
H 2.34370 -0.33905 -0.85243
H 0.52390 1.75091 0.22039
H -0.93171 2.08827 -0.81859
H -2.23166 0.35889 0.19409
H -0.87510 -0.24046 1.27174
H -1.64316 1.53776 1.56606
*
```

Computed properties:
HOMO-LUMO gap (eV): 9.7
LUMO (eV): 1.0
SMILES: C=CSCC


Here is a cluster of 2 separate species, C4H8Si in total in a non-equilibrium geometry from OMol25. Energies are from ωB97M-V with the def2-TZVPD basis set.

Structure (ORCA input):
```
! wB97M-V def2-TZVPD RIJCOSX def2/J DEFGRID3
* xyz 0 1
C 3.45554 0.43760 0.45880
C 2.29048 0.35790 -0.45005
C 3.10416 -0.94091 0.11707
C 1.67364 -0.93285 -0.05428
Si -3.55301 -0.22146 0.11203
H 4.45857 0.95649 -0.00634
H 3.41593 0.62400 1.57058
H 2.05803 0.91379 -1.42785
H 3.89449 -1.55165 -0.34316
H -2.33056 -0.85073 -0.37725
H -3.81873 -0.89408 1.31253
H -4.63288 -0.18812 -0.91293
H -3.37922 1.11949 0.41841
*
```

Computed properties:
HOMO-LUMO gap (eV): 9.7
LUMO (eV): 0.7


Here is a cluster of 2 separate species, C4H9Br2N2 in total in a non-equilibrium geometry from OMol25. Energies are from ωB97M-V with the def2-TZVPD basis set.

Structure (ORCA input):
```
! wB97M-V def2-TZVPD RIJCOSX def2/J DEFGRID3
* xyz 1 1
C -0.70354 -1.18705 -0.02193
C 0.41990 -1.60306 0.74996
C 0.15117 1.15411 -0.14940
C 2.58719 1.58586 -0.18673
N 1.34285 0.87056 0.02412
N -0.87207 0.24998 -0.02014
Br 1.77643 -2.74575 0.04251
Br -4.69709 -1.04616 0.15871
H -0.55889 -1.57234 -1.11658
H -1.68153 -1.64369 0.27835
H 0.64868 -1.19302 1.76515
H -0.23734 2.24436 -0.31024
H 2.87792 2.08216 -1.09141
H 2.70238 2.18134 0.75145
H 3.23673 0.75949 -0.06411
H -5.19590 -0.46799 -1.04733
H -1.79689 0.33120 0.23763
*
```

Computed properties:
HOMO-LUMO gap (alpha / beta) (eV): 7.0 / 7.0
LUMO (alpha / beta) (eV): -6.5 / -6.5


Question: Which formula does entry 5 have?
Answer: C4H8Si